Entry 1:
{
  "formula": "C38H39NO2P2SiV",
  "method": "ωB97M-V with the def2-TZVPD basis set",
  "species": ["V", "P", "P", "Si", "O", "O", "N", "C", "C", "C", "C", "C", "C", "C", "C", "C", "C", "C", "C", "C", "C", "C", "C", "C", "C", "C", "C", "C", "C", "C", "C", "C", "C", "C", "C", "C", "C", "C", "C", "C", "C", "C", "C", "C", "C", "H", "H", "H", "H", "H", "H", "H", "H", "H", "H", "H", "H", "H", "H", "H", "H", "H", "H", "H", "H", "H", "H", "H", "H", "H", "H", "H", "H", "H", "H", "H", "H", "H", "H", "H", "H", "H", "H", "H"],
  "xyz": [[0.179, -0.006, -0.974], [-1.867, 1.139, -1.203], [0.302, -2.249, -1.260], [-0.564, -0.320, 2.496], [-0.649, -0.456, 0.901], [2.857, 0.377, 0.409], [1.184, 0.775, -2.645], [0.191, 2.392, 2.621], [4.058, -0.179, -4.718], [-2.009, 2.836, -0.595], [0.134, -1.879, 3.260], [0.615, 1.831, -3.485], [-2.287, -0.084, 3.177], [-1.870, 1.289, -3.064], [2.943, -2.227, -4.019], [2.948, 0.509, -4.159], [4.074, -1.626, -4.594], [-1.060, 3.386, -4.160], [1.254, 3.737, -4.854], [1.411, -2.304, 2.862], [1.009, 3.475, 2.968], [0.594, -2.273, -3.104], [2.404, 1.994, 4.273], [-3.402, 0.306, -0.752], [0.495, 1.108, 3.083], [1.861, -1.531, -3.488], [-3.311, -0.937, 2.752], [-0.583, -2.621, 4.197], [-3.863, 1.097, 4.589], [2.007, -0.128, -3.434], [-2.560, 0.934, 4.099], [-0.048, -3.806, 4.716], [-1.202, -3.197, -0.986], [2.121, 3.272, 3.793], [1.943, -3.494, 3.379], [1.583, 0.917, 3.938], [-0.107, 4.221, -4.777], [1.219, -4.239, 4.312], [2.825, 1.927, -4.129], [-4.882, 0.233, 4.186], [1.647, -3.224, -0.574], [-4.610, -0.781, 3.257], [1.530, 2.485, -4.231], [1.768, 0.252, -0.102], [-0.746, 2.170, -3.551], [-2.139, 3.735, -4.150], [1.776, -0.081, 4.322], [-1.774, 0.268, -3.459], [-0.681, 2.573, 1.984], [-0.295, -1.821, -3.577], [1.613, -4.249, -0.961], [1.628, -5.164, 4.718], [-1.765, 1.604, 4.433], [-4.078, 1.890, 5.308], [3.261, 1.812, 4.915], [0.779, 4.475, 2.600], [1.989, 4.363, -5.375], [2.772, 4.103, 4.057], [2.900, -3.361, -3.971], [-4.258, 0.902, -1.087], [3.724, 2.548, -4.453], [-3.426, 0.185, 0.341], [-5.385, -1.472, 2.929], [2.937, -3.825, 3.064], [-2.018, -2.810, -1.607], [-1.988, 2.813, 0.500], [-3.088, -1.727, 2.025], [-0.625, -4.368, 5.444], [-0.387, 5.193, -5.167], [0.696, -3.307, -3.359], [2.620, 1.818, -3.105], [-5.899, 0.345, 4.568], [-2.822, 1.714, -3.309], [2.004, -1.715, 2.151], [-1.033, -4.256, -1.210], [-1.479, -3.077, 0.072], [1.553, -3.241, 0.517], [-1.564, -2.265, 4.511], [2.616, -2.775, -0.827], [-1.156, 3.432, -0.954], [4.918, 0.274, -5.210], [4.914, -2.232, -4.921], [-3.431, -0.688, -1.218], [-2.947, 3.288, -0.944]],
  "atomic_forces_ev_per_a": [[-2.6, 1.4, 0.5], [-0.7, 0.8, -1.4], [1.0, -1.7, -1.5], [-0.1, -0.1, 1.7], [1.1, 0.6, -3.2], [-7.1, -0.6, -3.1], [-3.2, -1.9, -0.1], [0.6, 0.6, 0.1], [-0.7, -2.8, 0.4], [0.1, 0.2, 0.1], [0.2, 0.3, -0.5], [-1.7, -1.6, 1.3], [0.2, 0.3, -0.2], [0.5, 0.0, 1.2], [0.4, -1.9, -0.2], [3.4, -1.9, -2.9], [-0.9, 2.4, 0.5], [-1.1, 1.0, -0.3], [-2.6, 0.0, 0.3], [0.0, -0.7, 0.3], [-0.1, -0.2, 0.0], [0.2, 0.8, 1.1], [-0.1, -0.2, 0.1], [-0.1, -0.2, 0.2], [-0.3, -0.2, -0.4], [0.3, 0.5, 0.0], [-0.5, 0.3, 0.3], [0.3, -0.4, 0.0], [0.1, -0.1, 0.1], [-2.0, -1.0, 1.5], [-0.6, -0.1, 0.0], [0.1, 0.3, -0.1], [-0.4, 0.1, 0.4], [-0.1, -0.1, -0.2], [0.1, 0.3, -0.1], [0.0, 0.4, -0.2], [1.8, -1.6, 0.6], [-0.3, 0.1, -0.1], [3.5, 2.0, -0.4], [0.1, -0.1, -0.4], [0.3, -0.1, 0.3], [0.4, -0.1, -0.1], [-0.9, 3.8, -3.0], [10.9, 0.6, 4.8], [0.0, 0.4, -0.2], [1.4, -0.6, -0.1], [0.1, 0.2, 0.0], [-0.2, 0.2, -0.1], [0.3, -0.1, 0.3], [0.3, -0.3, 0.0], [0.0, 0.2, 0.0], [-0.1, 0.3, -0.1], [-0.2, -0.2, -0.1], [0.1, -0.2, -0.2], [-0.1, 0.2, -0.1], [0.1, -0.2, 0.1], [-0.1, -0.6, 0.3], [-0.2, -0.1, -0.1], [0.1, 1.4, -0.2], [0.1, -0.2, 0.1], [-1.4, -0.9, 0.5], [0.0, 0.0, -0.3], [0.0, 0.2, 0.1], [-0.3, 0.1, 0.1], [0.1, -0.1, 0.1], [-0.1, 0.1, -0.3], [-0.2, 0.2, 0.3], [0.2, 0.0, -0.1], [0.0, -0.2, 0.0], [-0.1, -0.6, -0.5], [2.1, 1.6, 3.1], [0.3, 0.0, 0.0], [-0.6, 0.1, -0.6], [-0.2, -0.2, 0.3], [0.0, 0.2, 0.0], [0.0, -0.1, -0.3], [0.0, -0.1, -0.1], [0.2, -0.2, 0.0], [-0.2, -0.1, 0.0], [-0.3, -0.2, 0.1], [-0.5, 0.4, 0.1], [-0.2, 0.2, -0.1], [-0.1, 0.2, 0.1], [0.2, -0.1, 0.1]],
  "e_tot_ha": -3592.661856,
  "lumo_ev": [-4.4387, -4.8120],
  "total_charge": 1,
  "spin_multiplicity": 3,
  "s_squared": 2.0328
}

---

Entry 2:
{
  "formula": "C41H41FeN8O10P2S2",
  "method": "ωB97M-V with the def2-TZVPD basis set",
  "species": ["Fe", "S", "S", "P", "P", "O", "O", "O", "O", "O", "O", "O", "O", "O", "O", "N", "N", "N", "N", "N", "N", "N", "N", "C", "C", "C", "C", "C", "C", "C", "C", "C", "C", "C", "C", "C", "C", "C", "C", "C", "C", "C", "C", "C", "C", "C", "C", "C", "C", "C", "C", "C", "C", "C", "C", "C", "C", "C", "C", "C", "C", "C", "C", "C", "H", "H", "H", "H", "H", "H", "H", "H", "H", "H", "H", "H", "H", "H", "H", "H", "H", "H", "H", "H", "H", "H", "H", "H", "H", "H", "H", "H", "H", "H", "H", "H", "H", "H", "H", "H", "H", "H", "H", "H", "H"],
  "xyz": [[0.335, -0.648, 1.329], [3.587, -1.387, 1.234], [2.088, 0.159, -2.597], [0.029, -3.013, 3.013], [-0.018, -3.289, 0.032], [-9.702, 4.595, -5.365], [3.113, -1.846, -0.046], [-0.067, -1.700, -0.178], [-0.195, -1.486, 3.050], [1.274, -3.705, -0.835], [-1.099, -3.931, 3.218], [-2.483, -1.975, 1.102], [0.747, -3.154, 1.579], [4.810, -0.613, 1.212], [1.221, -3.275, 4.049], [-0.396, 1.050, 0.122], [4.544, 0.528, -1.727], [0.434, 1.070, 2.709], [-2.113, -0.580, 1.345], [-5.662, 1.504, -1.403], [4.348, 0.407, -4.013], [2.384, -0.506, 1.879], [-4.195, 2.735, -2.532], [3.656, -1.359, -5.600], [3.906, 1.211, 4.882], [-6.387, 3.953, -4.111], [3.743, 0.375, -2.803], [-3.458, 1.997, -1.637], [0.458, 2.532, 5.055], [-5.512, 2.393, -2.352], [-8.966, 3.044, -3.645], [4.581, -2.772, 3.423], [4.384, -5.169, 3.675], [3.727, -5.217, 2.453], [0.184, 2.783, -1.412], [4.642, -6.418, 4.472], [5.994, 0.426, -1.721], [2.824, 1.860, 5.396], [-2.078, 1.996, -1.325], [3.890, -2.835, 2.217], [-1.684, 1.094, -0.318], [-7.437, 4.476, -4.835], [1.535, 1.045, 3.497], [-3.068, -1.293, 2.181], [3.831, 0.446, 3.698], [-3.991, 0.368, 0.096], [-6.602, 2.970, -3.143], [0.492, 1.866, -0.391], [3.658, 0.124, -5.261], [-1.094, 2.838, -1.884], [6.496, -1.008, -1.854], [1.610, 1.811, 4.677], [-4.939, -0.276, 0.992], [-4.503, -0.986, 2.034], [-0.609, 1.777, 3.068], [-7.901, 2.528, -2.925], [4.813, -3.929, 4.144], [-4.391, 1.238, -0.949], [2.643, 0.275, 3.020], [-0.650, 2.520, 4.257], [-8.736, 4.024, -4.606], [-11.039, 4.172, -5.157], [-2.645, 0.271, 0.343], [3.479, -4.064, 1.723], [-3.840, 3.371, -3.222], [-5.392, 4.331, -4.313], [4.142, 0.707, -6.047], [-1.354, 3.528, -2.677], [5.706, -6.534, 4.685], [-9.963, 2.675, -3.451], [5.347, -3.867, 5.085], [3.144, -1.917, -4.816], [4.120, -6.382, 5.430], [4.741, 0.022, 3.314], [6.329, 0.844, -0.773], [3.138, -1.535, -6.544], [0.970, 3.398, -1.823], [1.106, -4.140, 4.462], [-1.459, 1.767, 2.396], [-1.543, 3.071, 4.516], [-11.361, 4.370, -4.132], [2.639, 0.485, -5.151], [6.107, -1.607, -1.031], [6.169, -1.468, -2.789], [1.971, -3.020, -0.799], [6.408, 1.074, -2.499], [5.348, 0.294, -4.026], [-11.647, 4.752, -5.844], [4.673, -1.744, -5.697], [-8.070, 1.764, -2.178], [-11.156, 3.108, -5.378], [4.303, -7.304, 3.937], [0.476, 3.106, 5.974], [-7.277, 5.238, -5.586], [2.886, 2.435, 6.311], [4.950, -1.837, 3.807], [-5.181, -1.378, 2.780], [3.398, -6.170, 2.057], [-2.676, -1.584, 3.149], [7.586, -1.037, -1.823], [4.094, 0.298, -0.854], [1.500, 1.797, -0.001], [-5.991, -0.080, 0.833], [2.959, -4.130, 0.781], [4.863, 1.276, 5.383]],
  "atomic_forces_ev_per_a": [[-0.3, 0.1, 0.6], [0.0, 0.1, 0.0], [0.0, 0.1, -0.1], [0.0, 0.1, -0.4], [0.0, 0.2, 0.0], [0.0, 0.0, 0.0], [0.0, 0.0, 0.0], [0.2, 0.0, 0.1], [0.0, -0.2, 0.0], [0.0, -0.1, 0.1], [-0.1, 0.1, 0.2], [0.0, 0.0, 0.0], [0.1, -0.6, 0.0], [0.0, 0.0, 0.0], [0.0, -0.1, 0.0], [0.1, -0.2, -0.4], [0.0, 0.0, 0.0], [-0.2, -0.1, 0.3], [0.0, 0.1, -0.2], [0.0, 0.0, 0.0], [0.0, 0.0, 0.0], [0.0, 0.1, 0.1], [0.0, 0.0, 0.0], [0.0, 0.0, 0.0], [0.0, 0.0, 0.0], [0.0, 0.0, 0.0], [0.0, -0.1, 0.0], [0.0, 0.0, 0.0], [0.0, 0.0, 0.0], [0.0, 0.0, 0.0], [0.0, 0.0, 0.0], [0.0, 0.0, 0.0], [0.0, 0.0, 0.0], [0.0, 0.0, 0.0], [0.0, 0.0, 0.0], [0.0, 0.0, 0.0], [0.0, 0.0, 0.0], [0.0, 0.0, 0.0], [0.0, 0.0, 0.0], [0.1, 0.0, 0.0], [0.0, 0.0, 0.2], [0.0, 0.0, 0.0], [0.0, 0.1, -0.2], [0.0, 0.0, 0.0], [0.0, 0.0, 0.0], [0.0, 0.0, 0.0], [0.0, 0.0, 0.0], [0.0, 0.0, -0.1], [0.0, 0.0, 0.0], [0.0, 0.0, 0.0], [0.0, 0.0, 0.0], [0.0, 0.0, 0.0], [0.0, 0.0, 0.0], [0.0, 0.0, 0.0], [0.0, 0.0, 0.0], [0.0, 0.0, 0.0], [0.0, 0.0, 0.0], [0.0, 0.0, 0.0], [0.0, 0.1, -0.1], [0.0, 0.0, 0.0], [0.0, 0.0, 0.0], [0.0, 0.0, 0.0], [0.1, 0.0, 0.0], [0.0, 0.0, 0.0], [0.0, 0.0, 0.0], [0.0, 0.0, 0.0], [0.0, 0.0, 0.0], [0.0, 0.0, 0.0], [0.0, 0.0, 0.0], [0.0, 0.0, 0.0], [0.0, 0.0, 0.0], [0.0, 0.0, 0.0], [0.0, 0.0, 0.0], [0.0, 0.0, 0.0], [0.0, 0.0, 0.0], [0.0, 0.0, 0.0], [0.0, 0.0, 0.0], [0.0, 0.1, -0.1], [0.0, 0.0, 0.0], [0.0, 0.0, 0.0], [0.0, 0.0, 0.0], [0.0, 0.0, 0.0], [0.0, 0.0, 0.0], [0.0, 0.0, 0.0], [0.0, 0.0, 0.0], [0.0, 0.0, 0.0], [0.0, 0.1, 0.0], [0.0, 0.0, 0.0], [0.0, 0.0, 0.0], [0.0, 0.0, 0.0], [0.0, 0.0, 0.0], [0.0, 0.0, 0.0], [0.0, 0.0, 0.0], [0.0, 0.0, 0.0], [0.0, 0.0, 0.0], [0.0, 0.0, 0.0], [0.0, 0.0, 0.0], [0.0, 0.0, 0.0], [0.0, 0.0, 0.0], [0.0, 0.0, 0.0], [0.0, 0.0, 0.0], [0.0, 0.0, 0.0], [0.0, 0.0, 0.0], [0.0, 0.0, 0.0], [0.0, 0.0, 0.0]],
  "e_tot_ha": -5520.507615,
  "lumo_ev": [-0.5664, -0.7776],
  "total_charge": 0,
  "spin_multiplicity": 6,
  "de_lowest_kcal_mol": 140.05,
  "s_squared": 8.7589
}

---

Entry 3:
{
  "formula": "FeN6O18",
  "method": "ωB97M-V with the def2-TZVPD basis set",
  "species": ["Fe", "O", "O", "O", "O", "O", "O", "O", "O", "O", "O", "O", "O", "O", "O", "O", "O", "O", "O", "N", "N", "N", "N", "N", "N"],
  "xyz": [[19.850, 6.133, -21.538], [23.054, 7.986, -22.990], [21.664, 8.154, -21.543], [19.139, 7.548, -18.460], [20.626, 2.718, -23.482], [21.344, 5.752, -19.508], [18.779, 4.290, -20.304], [17.967, 2.639, -19.213], [19.898, 9.782, -23.783], [18.494, 3.305, -23.934], [17.699, 8.968, -19.296], [18.568, 7.034, -20.233], [19.490, 4.563, -22.958], [23.238, 4.935, -19.816], [23.787, 7.922, -21.011], [19.046, 3.989, -18.295], [18.372, 9.586, -22.312], [21.878, 5.374, -21.370], [19.336, 7.940, -22.907], [18.684, 3.546, -19.339], [19.591, 3.466, -23.456], [19.319, 9.174, -22.949], [18.372, 7.884, -19.321], [22.851, 8.008, -21.904], [22.107, 5.135, -20.158]],
  "atomic_forces_ev_per_a": [[1.1, 0.4, 1.2], [3.5, -0.4, -12.0], [-2.2, -0.2, 2.1], [0.3, 1.7, 4.4], [-2.4, 1.6, 0.1], [-4.8, 0.7, 5.0], [0.6, 0.5, -5.0], [-4.2, -7.1, -3.0], [2.6, 2.0, -1.7], [-2.0, -5.4, -3.4], [0.5, -3.1, -1.0], [-2.6, -0.8, -5.6], [4.0, 7.0, 4.7], [1.7, -3.0, 0.8], [-1.0, 0.2, -0.7], [4.2, 2.4, 4.6], [-1.0, 3.4, 1.8], [-1.3, -2.1, -5.1], [2.5, -5.9, -0.3], [-0.5, 4.5, 2.8], [0.2, -1.7, -0.8], [-4.0, -1.3, 0.4], [2.5, 1.7, 1.4], [-0.6, 0.1, 10.9], [2.8, 4.9, -1.5]],
  "e_tot_ha": -2945.638798,
  "lumo_ev": [7.6962, 5.4883],
  "total_charge": -3,
  "spin_multiplicity": 6,
  "de_lowest_kcal_mol": 29.76,
  "s_squared": 8.7601
}